# 1
CH2ClPS | the ωB97M-V functional and the def2-TZVPD basis

Atoms and positions in Å:
1 C 0.46877 0.23884 0.39910
2 P -0.10318 -0.86083 -0.99693
3 S -0.02489 1.50370 -0.84437
4 Cl -1.95172 -1.30232 -0.43732
5 H -0.04172 0.04229 1.32471
6 H 1.65273 0.37832 0.55482

The HOMO energy comes out at -9.154 eV. As for the SMILES: ClP1CS1. The frontier orbital gap is 8.72 eV. Its LUMO energy is -0.4 eV.



# 2
C2H4N2 | the ωB97M-V functional and the def2-TZVPD basis

Atoms and positions in Å:
1 C 1.26990 0.58178 -0.34316
2 C -0.58626 -0.45251 0.37988
3 N -1.85937 -0.63066 0.14093
4 N 0.55472 0.40271 0.69026
5 H 2.18199 1.13541 -0.02728
6 H 0.84510 0.16069 -1.33064
7 H 0.00018 -1.42971 0.42264
8 H -2.40626 0.23230 0.06738

The HOMO energy (spin up / spin down) comes out at -6.087 / -10.916 eV. Its multiplicity is 3. The frontier orbital gap (spin up / spin down) is 7.20 / 7.60 eV. Its LUMO energy (spin up / spin down) is 1.1 / -3.3 eV.



# 3
C6H12NO | the ωB97M-V functional and the def2-TZVPD basis

Atoms and positions in Å:
1 C -2.06072 1.24627 1.01876
2 O -2.23192 0.18830 0.08748
3 C -0.67317 1.25911 1.63813
4 C 0.42552 1.59705 0.61255
5 C 0.44376 0.68566 -0.58860
6 N 1.96908 -2.79060 -1.01256
7 C 1.28999 -1.56896 -1.38959
8 C 1.10965 -0.56543 -0.48546
9 H -2.22926 2.21688 0.52713
10 H -2.84385 1.11208 1.77317
11 H -0.44270 0.28297 2.07314
12 H -0.64788 1.99648 2.45652
13 H 1.39419 1.61603 1.14006
14 H 0.25486 2.63363 0.29607
15 H 0.33962 1.11363 -1.58081
16 H -1.33429 0.18686 -0.35985
17 H 1.34277 -3.59268 -1.01367
18 H 2.73046 -3.03221 -1.62605
19 H 0.84628 -1.48910 -2.37861
20 H 1.50783 -0.76960 0.51560

The net charge is -1. The HOMO energy comes out at -1.239 eV. The frontier orbital gap is 5.46 eV. Its LUMO energy is 4.2 eV.